[1]
Below is a molecular structure, C18H41BeBr3Cl3MgNO14P2S at a distorted geometry, with properties calculated with ωB97M-V with the def2-TZVPD basis set.

Calculated values
Calculated total energy in eV: -332422.0244

```
85
C18H41BeBr3Cl3MgNO14P2S | OMol25 | ωB97M-V with the def2-TZVPD basis set
C 0.452 1.365 0.773
C 0.218 0.511 -0.491
C 0.320 -0.993 -0.342
O -0.607 -1.587 0.551
P -2.222 -1.218 0.412
P -4.442 -0.682 0.608
C -4.497 1.172 0.687
O -5.263 -1.158 -0.717
H 0.331 2.498 0.422
H -0.225 1.159 1.582
H 1.497 1.202 1.147
H 1.027 0.785 -1.168
H -0.692 0.823 -0.988
H 0.308 -1.470 -1.324
H 1.307 -1.203 0.064
H -2.545 -2.497 0.902
H -1.947 -0.102 1.309
H -2.218 -1.083 -1.002
H -3.713 1.522 1.351
H -5.434 1.505 1.117
H -4.353 1.584 -0.306
H -5.068 -0.569 -1.459
Mg -3.324 -0.463 2.702
N 3.618 1.988 2.160
O 3.574 2.250 0.944
O 3.040 2.604 2.994
O 4.322 0.912 2.484
C 2.780 0.069 5.487
C 2.134 -0.748 4.408
O 2.330 -0.519 3.221
C 1.230 -1.871 4.823
H 3.401 0.840 5.035
H 2.014 0.546 6.101
H 3.402 -0.575 6.111
H 0.389 -1.483 5.403
H 1.779 -2.604 5.414
H 0.852 -2.348 3.937
Br 0.997 -6.351 4.559
C -0.422 -6.286 3.232
C -0.450 -4.953 2.534
Br -1.259 -3.577 3.653
H -1.352 -6.518 3.739
H -0.188 -7.078 2.525
H -1.075 -4.995 1.645
H 0.539 -4.599 2.262
O 4.232 -5.146 7.476
S 4.494 -3.737 7.156
O 3.233 -2.985 7.058
O 5.186 -3.665 5.860
O 5.316 -3.153 8.220
C -0.615 5.770 -3.605
O 0.013 5.034 -4.643
C 0.904 4.046 -4.156
C 0.296 2.666 -4.227
O -0.792 2.528 -3.325
C -2.049 2.609 -3.961
H -1.410 6.364 -4.050
H -1.051 5.111 -2.848
H 0.105 6.445 -3.131
H 1.220 4.276 -3.134
H 1.791 4.069 -4.797
H 1.054 1.933 -3.928
H -0.017 2.433 -5.249
H -2.240 1.701 -4.549
H -2.120 3.485 -4.610
H -2.810 2.690 -3.184
C -3.703 6.777 -0.937
Cl -4.141 7.180 -2.598
Cl -3.831 5.037 -0.667
Cl -2.078 7.339 -0.562
H -4.395 7.276 -0.274
O 2.434 -2.096 -2.846
C 1.647 -2.446 -3.672
O 0.311 -2.232 -3.543
C -0.394 -2.857 -4.636
C 0.639 -3.002 -5.747
C 1.932 -3.203 -4.955
H -0.776 -3.821 -4.294
H -1.232 -2.230 -4.928
H 0.412 -3.808 -6.440
H 0.700 -2.075 -6.318
H 2.105 -4.252 -4.712
H 2.796 -2.787 -5.464
Be 3.672 -0.037 1.305
Br -1.404 2.955 0.414
```



[2]
Below is C12H22OS in the gas phase at a distorted geometry, with properties calculated with ωB97M-V with the def2-TZVPD basis set.

Calculated values
Energy relative to the best compared isomer or geometry (same formula, charge and spin) in kcal per mole: 3.0

```
36
C12H22OS | OMol25 | ωB97M-V with the def2-TZVPD basis set
O -0.614 -1.098 -0.334
S 0.582 1.175 -0.113
C 2.419 -3.201 -0.348
C 2.031 -1.906 -0.208
C 3.596 -5.191 0.539
C -2.108 5.506 -0.381
C -1.930 -0.635 -0.318
C 0.206 -0.423 0.677
C 2.413 -4.219 0.750
C 1.424 -1.295 1.025
C -2.359 4.020 -0.227
C -2.057 0.815 -0.883
C -1.171 3.237 -0.783
C -1.136 1.827 -0.178
H 2.808 -3.522 -1.309
H 2.027 -1.284 -1.078
H 3.376 -5.772 -0.350
H 4.543 -4.662 0.393
H 3.654 -5.827 1.433
H -1.310 5.791 0.308
H -1.885 5.829 -1.382
H -3.017 6.019 -0.048
H -2.525 -1.264 -0.986
H -2.377 -0.693 0.714
H -0.293 -0.189 1.577
H 1.489 -4.795 0.737
H 2.525 -3.738 1.742
H 2.156 -0.730 1.563
H 1.101 -2.076 1.676
H -3.263 3.689 -0.736
H -2.396 3.832 0.850
H -1.811 0.867 -1.951
H -3.120 1.154 -0.812
H -1.215 3.183 -1.868
H -0.266 3.713 -0.528
H -1.494 1.863 0.837
```



[3]
Below is a molecular structure, C5H10O4Tl at a distorted geometry, with properties calculated with ωB97M-V with the def2-TZVPD basis set.

Calculated values
Multiplicity: 2
Energy relative to the best compared isomer or geometry (same formula, charge and spin) in kcal per mole: 0.0

```
20
C5H10O4Tl | OMol25 | ωB97M-V with the def2-TZVPD basis set
O 3.165 0.966 -0.802
C 2.338 1.157 0.125
O 2.578 0.879 1.326
O 1.146 1.654 -0.233
C 0.128 1.739 0.760
C -1.133 2.263 0.128
H 0.450 2.418 1.562
H -0.047 0.744 1.197
H -1.820 2.577 0.929
H -0.915 3.143 -0.497
Tl 4.922 -0.133 0.659
O -1.799 1.198 -0.712
H -2.543 1.610 -1.158
C -1.676 -2.533 -0.980
C -2.710 -1.608 -1.518
H -1.938 -3.586 -1.176
H -0.686 -2.334 -1.414
H -1.575 -2.438 0.117
H -3.651 -1.485 -0.974
H -2.723 -1.356 -2.581
```



[4]
Below is a molecular structure, C40H33BF4IN6O4SSc, with properties calculated with ωB97M-V with the def2-TZVPD basis set.

Calculated values
Energy relative to the best compared isomer or geometry (same formula, charge and spin) in kcal per mole: 0.8

```
91
C40H33BF4IN6O4SSc | OMol25 | ωB97M-V with the def2-TZVPD basis set
Sc -0.933 -0.152 -0.038
C -1.077 4.236 -1.391
C -0.643 3.273 -2.454
N -0.018 3.734 -3.514
C 0.436 2.862 -4.431
C 0.208 1.509 -4.379
C 0.892 0.589 -5.349
O 1.760 -0.309 -4.661
C -0.523 0.999 -3.284
C -0.859 -0.413 -3.238
N -1.318 -1.070 -2.234
C -1.384 -2.482 -2.454
C -0.208 -3.154 -2.778
C -0.202 -4.528 -2.949
C -1.372 -5.252 -2.790
C -2.550 -4.595 -2.477
C -2.554 -3.218 -2.314
I -4.376 -2.292 -1.912
C -0.877 1.881 -2.262
O -1.405 1.468 -1.138
H -1.036 5.248 -1.786
H -0.415 4.169 -0.524
H -2.084 4.008 -1.037
H 1.014 3.286 -5.245
H 1.445 1.186 -6.080
H 0.189 -0.034 -5.905
H 2.127 0.158 -3.898
H -0.673 -0.963 -4.159
H 0.706 -2.582 -2.864
H 0.726 -5.031 -3.186
H -1.372 -6.329 -2.900
H -3.470 -5.150 -2.359
C 6.902 -2.559 1.571
C 5.665 -1.892 1.038
C 4.440 -2.046 1.683
C 3.301 -1.416 1.213
C 3.384 -0.618 0.083
C 4.591 -0.456 -0.584
C 5.722 -1.094 -0.102
S 1.945 0.168 -0.571
O 1.029 -0.886 -1.038
O 2.416 1.098 -1.566
N 1.047 0.779 0.576
C 1.335 1.995 1.189
C 2.583 2.555 1.312
C 2.755 3.795 1.961
C 1.694 4.475 2.485
C 0.393 3.931 2.370
C -0.762 4.590 2.849
C -1.986 4.018 2.669
C -2.060 2.773 2.010
N -1.018 2.128 1.558
C 0.209 2.690 1.726
H 6.657 -3.481 2.097
H 7.418 -1.903 2.275
H 7.600 -2.796 0.768
H 4.372 -2.685 2.555
H 2.347 -1.591 1.686
H 4.639 0.171 -1.463
H 6.665 -0.973 -0.623
H 3.449 2.052 0.902
H 3.752 4.208 2.036
H 1.828 5.430 2.978
H -0.657 5.547 3.347
H -2.892 4.497 3.014
H -3.029 2.309 1.851
C -5.403 0.738 -0.008
C -5.859 0.229 1.194
C -4.952 -0.330 2.080
C -3.609 -0.368 1.736
N -3.178 0.095 0.553
C -4.053 0.634 -0.295
C -2.549 -0.799 2.686
C -2.825 -1.326 3.936
C -1.774 -1.585 4.801
C -0.486 -1.289 4.400
C -0.294 -0.791 3.123
N -1.296 -0.571 2.279
H -6.072 1.195 -0.723
H -6.909 0.277 1.452
H -5.286 -0.706 3.035
H -3.636 1.000 -1.223
H -3.839 -1.542 4.236
H -1.966 -2.008 5.778
H 0.363 -1.455 5.047
H 0.694 -0.546 2.756
F -1.090 -2.241 0.283
B -0.566 -3.413 1.090
F 0.637 -2.974 1.629
F -1.514 -3.636 2.072
F -0.425 -4.456 0.222
```



[5]
Below is C2H4O2S in the gas phase at a distorted geometry, with properties calculated with ωB97M-V with the def2-TZVPD basis set.

Calculated values
Energy relative to the best compared isomer or geometry (same formula, charge and spin) in kcal per mole: 30.9

```
9
C2H4O2S | OMol25 | ωB97M-V with the def2-TZVPD basis set
C 0.626 0.307 0.237
C -0.778 0.709 -0.028
H 1.306 -0.982 -0.996
H 1.054 1.180 -0.314
H 0.983 0.360 1.207
H -1.062 -1.758 0.078
O 0.871 -0.978 -0.094
O -1.047 1.864 -0.113
S -1.953 -0.701 0.024
```



[6]
Below is a gas-phase ion, C11H14NS (charge +1) at a distorted geometry, with properties calculated with ωB97M-V with the def2-TZVPD basis set.

Calculated values
Charge: +1
Energy relative to the best compared isomer or geometry (same formula, charge and spin) in kcal per mole: 36.7

```
27
C11H14NS | OMol25 | ωB97M-V with the def2-TZVPD basis set
C 2.460 -2.305 -0.089
C 3.050 -1.050 -0.046
C 1.110 -2.456 0.156
C 2.235 0.037 -0.200
C 0.221 -1.429 0.380
C 0.806 -0.207 -0.110
C -2.175 -0.564 0.741
C -1.160 -1.681 0.876
C -0.112 0.853 -0.547
C -0.005 3.138 -0.117
C -0.138 2.148 -1.242
N -1.469 0.434 -0.308
S -3.769 -1.049 -0.007
H 3.151 -3.140 -0.190
H 4.187 -0.963 -0.015
H 0.637 -3.371 0.500
H 2.675 0.985 -0.385
H -1.532 -2.725 0.712
H -1.265 -1.655 1.913
H -0.068 4.088 -0.840
H 1.010 2.952 0.201
H -0.821 3.118 0.582
H 0.687 2.373 -1.880
H -0.931 2.105 -2.011
H -2.206 0.078 1.554
H -4.386 -0.713 1.138
H -2.192 1.001 -0.767
```



[7]
Below is a molecular structure, ClO6V3 at a distorted geometry, with properties calculated with ωB97M-V with the def2-TZVPD basis set.

Calculated values
Charge: +2
Energy relative to the best compared isomer or geometry (same formula, charge and spin) in kcal per mole: 103.0

```
10
ClO6V3 | OMol25 | ωB97M-V with the def2-TZVPD basis set
O 1.587 -2.303 0.787
V 1.911 -0.921 0.478
O 2.278 -0.002 1.694
O -1.539 1.210 -2.443
V -0.246 1.242 -1.623
O 1.026 0.854 -2.486
O -2.367 1.117 1.114
V -1.644 -0.243 0.697
O -1.143 -0.864 2.020
Cl 0.137 -0.092 -0.238
```



[8]
Below is 3 unconnected molecules or ions with the total composition C2H10N2S at a distorted geometry, with properties calculated with ωB97M-V with the def2-TZVPD basis set.

Calculated values
Energy relative to the best compared isomer or geometry (same formula, charge and spin) in kcal per mole: 65.1

```
15
C2H10N2S | OMol25 | ωB97M-V with the def2-TZVPD basis set
C 0.310 -0.368 -0.845
N 0.658 -1.556 -1.603
C -1.020 -0.485 -0.103
N -1.406 0.827 0.406
H 0.264 0.565 -1.446
H 1.025 -0.152 -0.066
H 0.226 -1.538 -2.547
H 1.677 -1.583 -1.744
H -0.896 -1.237 0.727
H -1.812 -0.912 -0.729
H -2.259 0.780 0.956
H 0.776 0.203 1.985
H -0.659 1.237 1.011
S 1.570 1.898 1.362
H 1.545 2.320 2.636
```